A cluster of 7 separate species, C33H69FNO14S in total. Source: the Open Molecules 2025 dataset; level of theory: the ωB97M-V functional and the def2-TZVPD basis.

Each line ends with the Mulliken charge.
Atoms and positions in Å:
C -8.33852 2.05221 4.61895  -1.1249
C -8.64280 2.75830 3.30589  -0.5141
C -8.61709 1.79815 2.09973  -0.7257
C -7.32825 1.97782 1.28769  -0.6421
S -7.40930 1.07796 -0.22104  0.5155
F -7.57832 -0.36599 0.33083  -0.1501
O -5.93274 0.93179 -0.69352  -0.1146
C -5.32183 2.07823 -1.42752  -0.5950
C -3.87006 1.72193 -1.61315  -0.7202
N -3.26750 1.51518 -0.31708  -0.2287
C -1.81058 1.45164 -0.35666  -0.7521
C -1.21149 1.16373 1.04456  0.8114
C -0.41948 2.33804 1.61522  -1.1784
O -2.29171 0.76663 1.89874  -0.5670
H -9.06777 1.26458 4.80647  0.1040
H -8.41586 2.75593 5.44733  0.3820
H -7.32956 1.63314 4.63917  0.3534
H -7.91131 3.55680 3.14955  0.3712
H -9.61828 3.23934 3.36249  0.3844
H -8.66941 0.76828 2.45448  0.4361
H -9.48307 1.96932 1.45425  0.4484
H -7.21231 3.02025 0.96536  0.4808
H -6.41796 1.66829 1.80955  0.4244
H -5.86389 2.21358 -2.36333  0.4598
H -5.40197 2.96430 -0.79848  0.3947
H -3.41253 2.60005 -2.08000  0.4097
H -3.76438 0.88293 -2.31673  0.3693
H -3.61218 0.65987 0.10209  0.1997
H -1.45952 0.69268 -1.07057  0.2940
H -1.45280 2.42082 -0.71204  0.1561
H -0.52696 0.31828 0.93267  0.1399
H -0.74242 3.29426 1.20047  0.4153
H 0.64340 2.19383 1.42669  -0.0140
H -0.55556 2.39072 2.69680  0.3732
H -1.91269 0.33344 2.66854  0.3852
O -11.50606 1.72866 5.67314  -0.5393
C -11.74650 0.59125 5.98062  0.8580
O -11.84486 -0.32676 4.99357  -0.3724
C -12.04977 -1.72554 5.25463  -0.4042
C -13.50871 -2.05840 5.47516  -0.9771
C -11.99092 0.18972 7.41400  -1.1275
H -11.42465 -2.05288 6.08552  0.3494
H -11.67759 -2.21778 4.35753  0.3214
H -13.90455 -1.56634 6.36327  0.2774
H -13.62879 -3.13462 5.60144  0.3594
H -14.10118 -1.74166 4.61735  0.3041
H -13.03496 0.40300 7.64607  0.2888
H -11.37155 0.82042 8.04569  0.3151
H -11.79447 -0.85383 7.63829  0.3645
O 2.01589 1.05997 -0.41222  -0.4529
C 2.24498 1.83409 -1.30829  0.8245
O 3.46391 2.39155 -1.36443  -0.1800
C 3.88559 3.23311 -2.45368  -0.4604
C 3.47139 4.67654 -2.28181  -1.3043
C 1.18433 2.21716 -2.31089  -1.1305
H 3.53815 2.81557 -3.39907  0.4817
H 4.97021 3.14903 -2.44927  0.3574
H 2.38671 4.79051 -2.28253  0.2890
H 3.87790 5.27318 -3.09811  0.4150
H 3.85414 5.06954 -1.34028  0.3352
H 0.58822 3.02035 -1.87670  0.1864
H 0.54834 1.34738 -2.45445  0.2827
H 1.56137 2.54198 -3.27561  0.4561
O 7.63863 0.99613 -4.60696  -0.5877
C 6.99657 0.24658 -3.92010  0.8300
O 6.43402 -0.83262 -4.49575  -0.3474
C 5.77740 -1.85836 -3.73539  -0.4513
C 4.34818 -1.48739 -3.39737  -0.5042
C 6.72931 0.52370 -2.46213  -0.5968
H 6.36485 -2.10177 -2.85137  0.3936
H 5.81685 -2.73408 -4.37938  0.4420
H 4.30482 -0.60802 -2.75302  0.0094
H 3.86645 -2.31566 -2.87629  -0.0359
H 3.77922 -1.27493 -4.30316  0.3574
H 5.86731 1.18727 -2.39931  -0.2829
H 7.58652 1.03871 -2.03655  0.3602
H 6.51628 -0.35642 -1.86314  0.3499
O 8.71431 -3.10074 -4.07663  -0.5453
C 9.36530 -2.94255 -5.07951  0.6904
O 10.46932 -3.69630 -5.24045  -0.3854
C 11.25691 -3.66076 -6.43929  -0.4146
C 12.24993 -2.51895 -6.43609  -0.9324
C 8.99745 -1.89404 -6.09757  -0.7008
H 10.61162 -3.63850 -7.31773  0.3741
H 11.77432 -4.61850 -6.44254  0.3044
H 11.74900 -1.55104 -6.42051  0.2676
H 12.87343 -2.56618 -7.32950  0.3488
H 12.89438 -2.58458 -5.55978  0.2940
H 9.38511 -0.93510 -5.75150  0.2124
H 7.91580 -1.81960 -6.11226  0.1343
H 9.36009 -2.07347 -7.10559  0.3378
O 0.43648 -5.76675 -3.13924  -0.5569
C 0.99773 -5.23115 -2.22516  0.7418
O 2.33526 -5.38623 -2.10622  -0.3620
C 3.10654 -4.66853 -1.13687  -0.1189
C 3.09914 -5.33252 0.22355  -1.1569
C 0.23892 -4.44070 -1.18177  -0.8338
H 2.77361 -3.63005 -1.08740  0.1401
H 4.11626 -4.66337 -1.54570  0.3995
H 2.09792 -5.36289 0.65361  0.2713
H 3.74920 -4.78671 0.90817  0.3630
H 3.46386 -6.35587 0.14091  0.3277
H -0.14620 -5.14618 -0.44475  0.2518
H -0.60781 -3.97380 -1.67782  0.2862
H 0.82106 -3.68411 -0.66410  0.2769
O 3.96612 3.78739 5.26748  -0.5739
C 4.11490 2.85046 4.53348  0.6726
O 3.32872 2.76755 3.43550  -0.3541
C 3.48082 1.75044 2.43694  -0.0852
C 2.76260 0.47111 2.80818  -0.7710
C 5.10368 1.74811 4.83164  -0.8548
H 4.53451 1.57253 2.21848  0.3404
H 3.04315 2.18303 1.54127  -0.0994
H 3.18419 0.01798 3.70609  0.4243
H 2.83680 -0.24141 1.98661  0.2087
H 1.70805 0.67663 2.99718  0.1796
H 4.62743 1.04732 5.51829  0.2523
H 5.95246 2.19497 5.34184  0.3158
H 5.45134 1.19839 3.96231  0.2941

Forces on the atoms, in the same order (eV/Å):
-0.03 0.09 0.14
0.14 0.03 -0.01
-0.06 0.02 -0.03
0.12 0.00 0.23
-0.01 -0.11 -0.10
0.03 0.11 -0.05
-0.09 0.02 0.11
0.02 0.18 -0.18
0.05 0.03 0.10
-0.01 0.00 -0.07
-0.02 -0.01 0.07
0.04 -0.05 -0.16
-0.12 -0.02 0.16
-0.01 -0.06 -0.04
0.05 -0.03 -0.03
0.01 -0.01 0.00
-0.03 -0.05 -0.07
-0.08 0.06 -0.02
-0.03 -0.07 0.03
-0.07 -0.01 -0.05
0.02 0.00 0.01
0.00 -0.04 -0.05
-0.02 -0.03 -0.01
0.00 -0.10 0.00
-0.03 -0.07 0.07
0.00 -0.05 -0.06
-0.03 0.00 0.02
0.00 0.09 0.11
0.00 0.00 0.02
0.06 -0.05 -0.01
-0.02 0.00 0.03
0.00 0.00 0.03
-0.01 0.16 -0.13
0.04 -0.03 0.00
0.03 0.02 0.02
0.09 -0.05 -0.06
-0.16 0.04 -0.03
0.15 0.01 0.06
-0.04 -0.03 -0.01
-0.01 0.06 0.00
0.06 -0.02 -0.01
0.01 0.01 0.00
-0.01 0.00 0.00
0.01 -0.02 0.01
0.00 0.00 -0.01
0.00 -0.01 0.00
0.00 -0.01 0.01
-0.03 0.03 -0.01
-0.02 -0.01 0.00
-0.12 -0.03 -0.07
0.10 0.03 0.09
-0.03 -0.04 -0.03
0.06 0.04 -0.17
-0.09 -0.05 0.15
0.08 -0.14 -0.10
0.01 0.00 -0.01
0.00 0.04 0.03
0.00 0.00 -0.03
0.01 0.00 0.00
0.01 0.01 -0.01
0.01 0.03 -0.02
-0.05 0.04 0.04
0.02 0.06 0.02
-0.01 -0.04 0.05
-0.08 0.02 -0.07
-0.07 0.04 0.01
0.03 -0.02 0.03
-0.01 0.06 -0.04
0.12 -0.06 0.20
0.02 -0.01 -0.02
-0.03 0.01 -0.01
-0.02 -0.03 0.04
-0.01 -0.01 -0.01
0.02 -0.03 -0.02
-0.02 -0.02 0.01
0.01 0.05 -0.10
0.00 -0.02 -0.02
0.01 0.02 -0.06
0.01 0.04 0.18
-0.09 -0.02 -0.06
0.04 0.01 -0.01
-0.02 0.02 0.05
0.00 -0.11 -0.14
-0.01 0.00 0.01
0.01 0.01 0.01
0.00 0.00 -0.02
0.01 0.00 0.00
0.01 0.00 -0.01
-0.03 0.02 0.00
-0.01 0.08 0.02
0.08 -0.02 0.04
0.00 0.04 0.04
0.05 -0.09 -0.01
-0.07 0.07 -0.04
0.05 0.04 0.06
-0.05 -0.06 -0.04
0.01 0.06 -0.04
0.02 0.00 0.03
-0.01 -0.02 -0.02
0.01 0.02 0.01
0.01 0.00 -0.01
0.01 0.01 0.01
0.00 0.00 0.01
-0.02 -0.04 0.00
0.00 -0.01 0.01
0.02 -0.05 -0.02
-0.10 0.01 0.03
0.05 0.03 -0.02
0.00 -0.02 0.00
0.01 0.01 0.06
0.05 0.05 -0.05
0.01 0.02 0.03
0.00 -0.03 0.00
0.02 -0.01 -0.02
-0.02 0.01 -0.01
0.00 -0.01 -0.01
0.00 -0.01 0.00
-0.02 0.00 0.03
-0.01 -0.01 0.00

The HOMO energy is -11.160 eV. The net charge is +1. The value obtained for the LUMO energy is -0.1457 hartree. The value obtained for the energy above the lowest of the compared OMol25 structures with the same formula, charge and spin is 0.0 kcal/mol. The calculation puts the gap between HOMO and LUMO at 7.2 eV.